[1]
18
Properties=species:S:1:pos:R:3:forces:R:3 method="wB97M-V/def2-TZVPD" e_lumo_ev=1.1398 homo_ev=-9.35 relative_energy_ev=2.355 total_energy_ha=-327.0448 smiles=C[C@H]1CN1CCO orbital_gap_ev=10.49
C -1.36464 -1.70069 0.43461 0.03 0.07 -0.36
C -1.10511 -0.37341 -0.25229 0.57 -0.23 -0.52
C -1.60725 0.91323 0.34442 0.09 -0.12 -0.36
N -0.21712 0.51665 0.47278 0.56 -0.12 0.00
C 0.79836 1.19534 -0.31736 0.88 -0.37 -0.49
C 2.04471 0.20742 -0.59097 -0.75 0.97 -0.07
O 2.55146 -0.17579 0.66722 -0.11 -0.30 0.13
H -0.54050 -2.38351 0.20579 -0.11 -0.04 0.09
H -2.29230 -2.14375 0.06817 0.02 -0.07 0.04
H -1.43255 -1.59160 1.52493 0.03 0.14 -0.33
H -0.84253 -0.43157 -1.37467 -0.94 0.23 1.70
H -2.14262 0.93759 1.29683 -0.05 -0.23 -0.41
H -1.88266 1.70167 -0.35366 0.22 0.04 0.09
H 0.37652 1.63172 -1.23909 0.13 -0.34 -0.12
H 1.16091 2.06120 0.27263 0.08 -0.57 -0.24
H 1.88442 -0.70282 -1.23967 -0.57 0.90 0.57
H 2.83623 0.77651 -1.10437 -0.28 -0.05 0.23
H 1.77468 -0.43819 1.18470 0.20 0.07 0.05

=====

[2]
18
Properties=species:S:1:pos:R:3:forces:R:3 method="wB97M-V/def2-TZVPD" e_lumo_ev=0.8499 homo_ev=-9.51 relative_energy_ev=0.382 total_energy_ha=-327.1173 smiles="CCCNC(C)=O" orbital_gap_ev=10.36
C -2.29319 0.18334 -0.88367 0.00 -0.03 -0.08
C -1.53942 0.68773 0.33748 -0.02 0.05 0.04
C -0.61448 -0.34833 0.96365 -0.16 0.08 0.14
N 0.52514 -0.78987 0.14652 0.15 0.03 0.02
C 1.40498 0.11878 -0.41239 0.00 0.22 0.01
C 2.87182 -0.18772 -0.17603 0.07 -0.06 -0.10
O 1.04603 1.12788 -0.99027 0.11 -0.30 0.26
H -3.01273 0.93235 -1.22921 0.11 -0.10 0.01
H -1.59468 -0.02220 -1.69904 -0.10 -0.02 0.05
H -2.85016 -0.73490 -0.65823 0.10 0.12 -0.04
H -0.95825 1.57472 0.07693 -0.15 -0.09 0.06
H -2.25122 0.97695 1.12119 0.08 -0.04 -0.07
H -0.22799 0.06124 1.91077 -0.11 -0.09 -0.10
H -1.19342 -1.24880 1.20174 0.09 0.12 0.00
H 0.98722 -1.58501 0.56729 0.02 0.14 -0.06
H 3.12003 -1.24205 -0.33429 -0.08 0.12 0.01
H 3.08712 0.05624 0.87262 0.01 -0.07 -0.18
H 3.49320 0.43966 -0.81508 -0.11 -0.10 0.04

=====

[3]
18
Properties=species:S:1:pos:R:3:forces:R:3 method="wB97M-V/def2-TZVPD" e_lumo_ev=0.8885 homo_ev=-7.85 relative_energy_ev=2.513 total_energy_ha=-327.0390 smiles="C/C=C/C=C/N.O" orbital_gap_ev=8.74
C 2.93190 1.57134 -0.32203 -0.22 -1.12 -0.27
C 1.59358 0.84952 -0.47145 0.89 1.12 -0.67
C 1.50917 -0.48953 -0.49732 -0.81 1.78 0.06
C 0.23074 -1.20833 -0.62928 1.63 -0.30 -0.36
C -0.84980 -1.10188 0.16102 1.58 -1.03 -0.71
N -2.01083 -1.87190 -0.01687 0.26 0.78 0.92
H 3.17947 2.22749 -1.15596 -0.19 -0.01 -0.16
H 3.01919 2.17456 0.57927 -0.11 -0.13 0.18
H 3.65721 0.75320 -0.30402 0.44 0.41 0.23
H 0.81860 1.53090 -0.83710 -0.52 -0.57 0.80
H 2.47592 -0.96868 -0.64149 -0.25 -0.63 0.59
H 0.44835 -1.94562 -1.40304 -1.35 -0.33 -0.12
H -0.65833 -0.58826 1.09929 -0.80 0.45 -0.19
H -2.41563 -1.99213 0.89879 -0.51 -0.28 -0.13
H -1.81184 -2.76298 -0.44108 -0.06 -0.11 -0.16
O -2.68419 1.59222 1.32512 0.32 1.11 -0.36
H -3.00377 2.50270 1.44754 -0.30 -0.51 0.31
H -1.95216 1.79403 0.72140 0.01 -0.64 0.05

=====

[4]
18
Properties=species:S:1:pos:R:3:forces:R:3 method="wB97M-V/def2-TZVPD" e_lumo_ev=0.8983 homo_ev=-9.40 relative_energy_ev=1.643 total_energy_ha=-327.0710 smiles="CC(C)N(C)C=O" orbital_gap_ev=10.30
C -1.10716 -1.22995 -0.90215 -0.10 0.10 0.23
C -0.50720 0.14023 -0.54176 -0.56 0.29 0.75
C -1.23020 0.69941 0.89121 -0.20 0.15 -0.98
N 0.94118 0.09314 -0.40497 -0.13 0.32 0.29
C 1.25412 -0.58737 0.82461 0.28 -0.16 0.23
C 1.69892 1.17519 -0.79149 -0.19 -0.04 -0.07
O 1.39925 1.98276 -1.64574 -0.02 -0.29 0.31
H -1.00478 -1.91664 -0.05732 -0.12 -0.02 -0.10
H -2.17322 -1.08253 -1.09492 0.06 -0.13 0.08
H -0.68249 -1.72735 -1.78840 0.12 0.50 0.27
H -0.67194 0.83111 -1.39141 -0.37 -0.02 0.83
H -1.10755 1.78380 0.96115 -0.19 -0.02 -0.42
H -2.28258 0.44023 0.80592 -0.23 0.37 -0.33
H -1.03788 0.39442 1.96265 0.45 -0.41 -1.49
H 1.13927 -1.66948 0.72606 0.27 0.08 -0.07
H 2.24941 -0.33437 1.18178 0.05 -0.09 0.03
H 0.47140 -0.23231 1.49099 0.95 -0.51 0.67
H 2.65143 1.23971 -0.22619 -0.07 -0.12 -0.22

=====

[5]
18
Properties=species:S:1:pos:R:3:forces:R:3 method="wB97M-V/def2-TZVPD" e_lumo_ev=0.9530 homo_ev=-8.08 relative_energy_ev=3.317 total_energy_ha=-327.0095 smiles="C=CC/C=C/N.O" orbital_gap_ev=9.03
C 2.77677 -0.86922 0.13022 -0.20 -0.64 0.33
C 2.14121 -0.04746 -0.71676 1.20 -1.40 -1.22
C 0.83858 -0.32050 -1.44231 -1.15 1.02 2.41
C -0.26952 0.51150 -0.73845 1.48 0.59 -0.91
C -0.37726 0.66056 0.59056 -0.91 0.09 -0.53
N -1.11269 1.73867 1.10596 0.26 -0.47 -0.24
H 3.83822 -1.11602 0.06930 0.13 1.31 0.57
H 2.28421 -1.52381 0.86768 -0.31 -0.11 -1.00
H 2.72450 0.71986 -1.23937 0.15 -0.40 0.09
H 0.50512 -1.35372 -1.45100 0.52 -0.31 0.00
H 1.02122 0.01702 -2.45726 -0.41 -0.02 -0.12
H -0.62456 1.29367 -1.41175 -0.66 -0.05 0.46
H 0.04821 -0.04845 1.30425 -0.07 0.14 -0.21
H -1.58698 1.69529 1.98455 0.26 0.11 0.21
H -0.89630 2.63309 0.71052 -0.30 0.14 0.17
O -3.03839 -1.51088 0.74298 -0.31 -0.74 0.53
H -2.99072 -1.28605 -0.17986 0.18 0.37 -0.43
H -2.76152 -0.74500 1.24059 0.14 0.37 -0.13

=====

[6]
18
Properties=species:S:1:pos:R:3:forces:R:3 method="wB97M-V/def2-TZVPD" e_lumo_ev=0.9508 homo_ev=-9.16 relative_energy_ev=1.372 total_energy_ha=-327.0809 smiles="CC(C)N(C)C=O" orbital_gap_ev=10.11
C -0.97185 -1.49924 -0.40463 -0.01 0.22 0.03
C -0.52119 -0.05778 -0.62849 -0.70 0.68 0.36
C -1.31892 0.93162 0.31983 -0.29 -0.60 -0.20
N 0.92207 0.14625 -0.42406 0.07 0.39 -0.01
C 1.63744 -0.68181 0.53891 -0.05 0.02 0.15
C 1.10108 1.52114 -0.29531 1.08 0.12 -0.46
O 0.79737 2.34629 -1.12583 0.09 -0.45 0.46
H -0.79140 -1.81157 0.63275 -0.04 0.02 -0.26
H -2.05318 -1.53260 -0.57464 0.18 -0.13 -0.01
H -0.47982 -2.20741 -1.08601 -0.12 0.25 0.17
H -0.72220 0.24138 -1.66187 -0.06 -0.12 0.16
H -0.99715 1.98577 0.35698 0.07 -0.68 -0.28
H -2.34208 0.97785 -0.04188 -0.29 -0.16 0.14
H -1.32446 0.55911 1.35251 -0.04 -0.06 -0.18
H 1.13239 -0.73060 1.51207 0.12 -0.04 0.03
H 1.76610 -1.70359 0.16056 -0.17 0.29 0.01
H 2.64793 -0.28011 0.67971 -0.28 0.01 -0.01
H 1.51786 1.79529 0.68943 0.44 0.25 -0.08

=====

[7]
18
Properties=species:S:1:pos:R:3:forces:R:3 method="wB97M-V/def2-TZVPD" e_lumo_ev=0.9163 homo_ev=-9.40 relative_energy_ev=0.928 total_energy_ha=-327.0972 smiles="CCN(C=O)CC" orbital_gap_ev=10.31
C 0.19706 1.98457 -0.38735 0.60 -0.77 0.42
C -0.84567 0.87791 -0.36855 0.02 -0.97 -0.08
N -0.24189 -0.44950 -0.62154 -0.17 0.02 0.49
C -0.68906 -1.18608 -1.67318 -0.30 -0.88 0.59
O -0.61391 -2.40316 -1.73414 0.08 0.68 -0.39
C 0.11446 -1.20558 0.58951 -0.24 -0.30 -0.47
C 1.09876 -0.52583 1.51748 -0.38 -0.64 0.41
H -0.00698 2.79360 0.30888 -0.45 0.49 -0.60
H 1.15081 1.60925 -0.01141 -0.10 -0.31 0.02
H 0.42104 2.21671 -1.42296 -0.21 0.77 -0.01
H -1.63391 1.01065 -1.11318 0.18 0.29 -0.12
H -1.39744 0.76765 0.56824 0.20 0.35 0.22
H -1.20711 -0.57666 -2.42226 0.10 0.05 -0.35
H 0.47675 -2.19570 0.33006 0.38 0.18 -0.58
H -0.81871 -1.49646 1.10525 0.11 0.60 0.19
H 1.21124 -1.29350 2.29233 0.26 0.55 0.33
H 0.69784 0.39381 1.93762 0.04 -0.02 0.21
H 2.08672 -0.32167 1.10520 -0.15 -0.10 -0.29

=====

[8]
18
Properties=species:S:1:pos:R:3:forces:R:3 method="wB97M-V/def2-TZVPD" e_lumo_ev="1.0089 / -0.3897" homo_ev="-8.00 / -6.15" relative_energy_ev=6.678 total_energy_ha=-326.8859 orbital_gap_ev="9.01 / 5.76"
C -1.48328 -1.53163 -0.64896 -1.39 -1.64 0.65
C 2.26318 -0.41270 0.18738 -0.02 0.11 0.07
C -1.51114 0.65738 0.92295 1.77 0.34 -1.20
N 0.85506 -0.35870 0.55531 -0.01 0.07 -0.10
C -0.05180 0.31808 -0.26956 -3.15 -3.08 2.48
C 0.27626 1.37018 -1.07579 0.40 2.22 -1.76
O -0.75164 -0.74894 -1.32926 1.91 2.55 0.22
H 0.67937 -0.25404 1.54140 -0.07 -0.12 -0.13
H -2.41296 -1.87847 -1.09888 0.19 -0.05 0.04
H -1.12719 -1.94667 0.28832 -0.03 0.00 0.00
H 2.78077 -1.07353 0.88556 -0.05 0.03 -0.08
H 2.36146 -0.82856 -0.81351 0.02 -0.02 0.00
H 2.75341 0.57007 0.20555 -0.06 -0.09 -0.03
H 0.17503 1.34532 -2.14735 -0.03 -0.31 -0.08
H 0.42480 2.36039 -0.67190 0.04 0.00 0.32
H -2.27363 1.18410 0.34988 0.14 -0.08 -0.03
H -0.99077 1.35159 1.58151 -0.10 0.21 0.02
H -1.96692 -0.12387 1.53736 0.41 -0.14 -0.39